141
Properties=species:S:1:pos:R:3:lowdin_charge:R:1 method="wB97M-V/def2-TZVPD" e_lumo_ev=-0.91 total_charge=0 smiles="CCCCc1c(Br)c2c(c(CCCCCOCC)c1P(C)C)C(=O)C(C(F)(F)C(F)F)=C([C@H](C)CCC)C2=O.CCCCCC.CCCCCC.CCCCCC" spin_multiplicity=1 orbital_gap_ev=7.20
C -4.969 -1.751 5.747 -0.110
C -4.018 -1.702 4.463 -0.226
C -2.713 -2.500 4.876 -0.194
C -1.491 -2.247 3.872 -0.183
C -1.850 -1.382 2.642 -0.221
C -1.585 0.042 2.761 -0.472
Br -0.879 0.854 4.387 0.843
C -1.867 0.935 1.673 -0.100
C -2.384 0.358 0.431 -0.004
C -2.657 -1.063 0.314 -0.127
C -3.200 -1.544 -1.064 -0.153
C -2.004 -1.394 -2.123 -0.175
C -1.391 -2.835 -2.433 -0.179
C 0.075 -2.576 -2.983 -0.156
C 1.082 -3.743 -2.599 -0.209
O 1.723 -4.222 -3.791 -0.181
C 3.126 -4.399 -3.600 -0.280
C 3.780 -4.426 -5.031 -0.085
C -2.418 -1.983 1.446 -0.255
P -2.878 -3.748 1.141 0.939
C -2.744 -4.891 2.598 -0.320
C -4.752 -3.694 0.817 -0.270
C -2.640 1.384 -0.723 -0.243
O -3.581 1.320 -1.463 0.137
C -1.641 2.600 -0.831 0.019
C -1.311 3.076 -2.248 -0.341
F -2.492 3.589 -2.803 0.077
F -0.349 4.020 -2.442 0.103
C -0.911 1.883 -3.231 -0.240
F -1.979 1.321 -3.866 0.077
F -0.103 0.988 -2.557 0.049
C -1.227 3.103 0.349 -0.032
C -0.303 4.339 0.449 -0.266
C -0.936 5.685 -0.141 -0.044
C 1.206 4.112 0.023 -0.171
C 1.661 2.607 -0.018 -0.227
C 1.826 2.041 1.453 -0.086
C -1.671 2.469 1.712 -0.302
O -1.865 3.169 2.662 0.090
H -6.047 -1.743 5.470 0.067
H -4.791 -0.803 6.323 0.075
H -4.683 -2.585 6.427 0.066
H -3.798 -0.612 4.324 0.099
H -4.508 -2.119 3.554 0.090
H -2.437 -2.070 5.878 0.093
H -2.913 -3.579 5.054 0.091
H -0.993 -3.203 3.568 0.093
H -0.713 -1.744 4.505 0.053
H -3.466 -2.622 -1.092 0.048
H -4.111 -0.984 -1.386 0.118
H -2.336 -0.942 -3.082 0.110
H -1.195 -0.842 -1.602 0.085
H -1.259 -3.327 -1.434 0.077
H -2.019 -3.417 -3.142 0.119
H 0.061 -2.387 -4.086 0.120
H 0.525 -1.649 -2.536 0.097
H 1.822 -3.388 -1.831 0.119
H 0.494 -4.578 -2.142 0.118
H 3.593 -3.548 -3.031 0.119
H 3.326 -5.377 -3.087 0.121
H 3.727 -3.388 -5.445 0.081
H 4.842 -4.767 -5.003 0.065
H 3.199 -5.111 -5.692 0.071
H -3.471 -4.558 3.384 0.027
H -1.723 -5.074 2.991 0.040
H -3.130 -5.891 2.259 0.050
H -5.111 -2.700 1.170 0.040
H -5.270 -4.479 1.418 0.041
H -4.978 -3.822 -0.269 0.036
H -0.270 2.331 -4.036 0.176
H -0.224 4.582 1.544 0.129
H -1.955 5.489 -0.557 0.078
H -0.274 5.996 -0.984 0.072
H -0.964 6.491 0.626 0.082
H 1.869 4.612 0.781 0.115
H 1.464 4.611 -0.949 0.102
H 2.666 2.591 -0.510 0.108
H 0.994 1.938 -0.605 0.083
H 2.734 1.385 1.460 0.076
H 2.049 2.890 2.147 0.078
H 0.920 1.508 1.825 0.044
C 0.117 -1.024 7.448 -0.132
C 0.458 -0.736 8.905 -0.265
C 1.227 0.571 9.099 -0.227
C 2.597 0.626 8.419 -0.229
C 3.573 -0.475 8.835 -0.272
C 3.934 -0.433 10.316 -0.114
H 1.016 -1.142 6.838 0.069
H -0.458 -1.949 7.369 0.066
H -0.483 -0.216 7.022 0.023
H 1.018 -1.576 9.325 0.099
H -0.475 -0.675 9.474 0.106
H 1.344 0.754 10.171 0.101
H 0.620 1.400 8.718 0.109
H 3.050 1.600 8.633 0.110
H 2.468 0.589 7.333 0.099
H 4.491 -0.362 8.250 0.104
H 3.169 -1.460 8.583 0.098
H 4.382 0.528 10.579 0.075
H 4.656 -1.217 10.552 0.069
H 3.059 -0.590 10.950 0.065
C 5.524 -9.568 -9.324 -0.114
C 6.047 -8.966 -8.025 -0.272
C 5.137 -7.879 -7.453 -0.230
C 4.958 -6.646 -8.342 -0.226
C 6.250 -5.922 -8.721 -0.266
C 6.999 -5.358 -7.519 -0.110
H 5.457 -8.821 -10.118 0.065
H 6.192 -10.359 -9.672 0.069
H 4.532 -10.004 -9.179 0.075
H 7.057 -8.577 -8.181 0.098
H 6.137 -9.766 -7.284 0.104
H 5.527 -7.571 -6.478 0.098
H 4.149 -8.309 -7.257 0.110
H 4.296 -5.943 -7.826 0.095
H 4.433 -6.931 -9.259 0.102
H 5.999 -5.096 -9.393 0.105
H 6.910 -6.586 -9.286 0.098
H 6.371 -4.655 -6.966 0.060
H 7.893 -4.824 -7.848 0.070
H 7.319 -6.147 -6.835 0.067
C -3.629 7.918 -2.394 -0.104
C -3.194 8.468 -1.041 -0.276
C -4.164 9.501 -0.467 -0.227
C -4.330 10.772 -1.304 -0.230
C -3.040 11.546 -1.574 -0.273
C -2.373 12.066 -0.306 -0.115
H -3.675 8.702 -3.153 0.066
H -2.921 7.164 -2.743 0.063
H -4.614 7.450 -2.325 0.078
H -2.188 8.890 -1.123 0.100
H -3.120 7.635 -0.336 0.086
H -3.835 9.769 0.542 0.101
H -5.148 9.036 -0.347 0.110
H -5.039 11.432 -0.791 0.109
H -4.797 10.520 -2.261 0.100
H -3.276 12.398 -2.218 0.104
H -2.332 10.926 -2.133 0.098
H -3.048 12.725 0.246 0.075
H -1.476 12.638 -0.557 0.068
H -2.069 11.252 0.355 0.065

=====

170
Properties=species:S:1:pos:R:3:lowdin_charge:R:1 method="wB97M-V/def2-TZVPD" e_lumo_ev=-0.50 total_charge=0 smiles="NCC1=C(CON=O)C(=O)c2cc(O)c(CCC(=O)O)cc2C1=O.CNC(C)=O.CNC(C)=O.CNC(C)=O.CNC(C)=O.CNC(C)=O.CNC(C)=O.CNC(C)=O.CNC(C)=O.CNC(C)=O.CNC(C)=O.CNC(C)=O" spin_multiplicity=1 orbital_gap_ev=8.16
N -4.426 -0.061 1.128 0.008
C -4.956 -1.450 0.908 -0.162
C -3.878 -2.442 1.430 -0.071
C -3.366 -3.484 0.731 -0.064
C -3.836 -3.794 -0.731 -0.092
O -2.704 -3.456 -1.611 -0.129
N -2.033 -2.355 -1.134 -0.037
O -0.874 -2.565 -1.049 0.077
C -2.230 -4.417 1.338 -0.253
O -2.141 -5.605 1.108 0.097
C -1.203 -3.655 2.239 -0.062
C 0.201 -3.998 2.327 0.082
C 1.058 -3.155 3.194 -0.184
O 2.428 -3.390 3.354 -0.008
C 0.494 -2.019 3.923 -0.091
C 1.334 -1.041 4.833 -0.082
C 1.045 0.411 4.257 -0.078
C 2.329 1.298 4.098 -0.453
O 3.449 0.873 4.129 0.103
O 2.085 2.654 3.865 0.028
C -0.948 -1.690 3.858 0.054
C -1.772 -2.516 3.006 -0.051
C -3.298 -2.191 2.866 -0.268
O -3.960 -1.805 3.805 0.089
H -3.402 -0.104 1.084 0.080
H -4.720 0.293 2.038 0.071
H -5.161 -1.518 -0.186 0.086
H -5.927 -1.488 1.463 0.133
H -4.744 -3.241 -1.059 0.081
H -4.064 -4.886 -0.878 0.139
H 0.627 -4.854 1.747 0.131
H 2.564 -4.315 3.625 0.132
H 0.897 -1.066 5.861 0.127
H 2.410 -1.323 4.817 0.091
H 0.288 0.983 4.881 0.109
H 0.612 0.314 3.219 0.136
H 1.267 2.745 3.329 0.075
H -1.346 -0.827 4.446 0.104
C -5.017 3.641 -1.235 -0.080
N -5.638 2.538 -0.533 0.009
C -6.916 2.088 -0.637 -0.556
C -7.837 2.801 -1.595 -0.014
O -7.291 1.134 0.032 0.011
H -4.164 3.257 -1.799 0.081
H -4.658 4.364 -0.499 0.078
H -5.707 4.133 -1.916 0.072
H -5.077 2.011 0.127 0.104
H -8.818 2.330 -1.566 0.079
H -7.948 3.847 -1.303 0.083
H -7.450 2.733 -2.613 0.081
C -8.224 -1.258 -3.779 -0.068
N -7.049 -1.610 -3.008 0.020
C -5.744 -1.428 -3.332 -0.519
C -5.430 -0.780 -4.654 -0.004
O -4.863 -1.786 -2.558 0.009
H -8.831 -0.567 -3.191 0.083
H -8.802 -2.165 -3.966 0.084
H -7.966 -0.793 -4.727 0.076
H -7.182 -2.048 -2.108 0.142
H -4.350 -0.703 -4.770 0.083
H -5.822 -1.387 -5.472 0.087
H -5.853 0.225 -4.690 0.081
C 7.821 -1.248 4.362 -0.078
N 7.157 -2.340 5.044 0.003
C 5.861 -2.740 4.933 -0.540
C 4.966 -1.979 3.993 -0.011
O 5.457 -3.693 5.588 0.019
H 8.659 -1.657 3.792 0.077
H 8.205 -0.556 5.115 0.079
H 7.151 -0.717 3.692 0.079
H 7.694 -2.898 5.692 0.135
H 3.967 -2.418 4.017 0.039
H 4.893 -0.936 4.303 0.066
H 5.349 -2.044 2.972 0.098
C -5.228 0.909 6.581 -0.069
N -3.874 0.628 6.151 0.021
C -2.719 1.186 6.591 -0.530
C -2.805 2.238 7.666 -0.008
O -1.647 0.829 6.115 0.011
H -5.670 -0.013 6.963 0.087
H -5.804 1.246 5.717 0.084
H -5.261 1.671 7.355 0.073
H -3.736 -0.070 5.430 0.110
H -1.802 2.585 7.909 0.084
H -3.389 3.090 7.314 0.085
H -3.254 1.820 8.568 0.087
C -1.256 -6.385 -1.875 -0.076
N -0.842 -7.441 -2.782 0.008
C 0.415 -7.891 -3.034 -0.557
C 1.557 -7.241 -2.299 -0.008
O 0.591 -8.799 -3.838 0.011
H -1.943 -6.811 -1.142 0.075
H -1.781 -5.622 -2.450 0.072
H -0.413 -5.933 -1.360 0.076
H -1.553 -7.924 -3.311 0.137
H 2.493 -7.704 -2.603 0.085
H 1.603 -6.178 -2.542 0.063
H 1.438 -7.378 -1.222 0.087
C 5.885 -4.343 -5.752 -0.080
N 5.412 -4.361 -4.383 0.000
C 4.141 -4.544 -3.932 -0.551
C 3.054 -4.759 -4.954 -0.008
O 3.912 -4.530 -2.732 0.026
H 6.633 -5.130 -5.872 0.082
H 6.355 -3.377 -5.945 0.082
H 5.080 -4.501 -6.465 0.073
H 6.083 -4.224 -3.643 0.139
H 2.102 -4.888 -4.444 0.072
H 2.979 -3.890 -5.610 0.085
H 3.259 -5.658 -5.537 0.090
C -0.643 6.629 -0.018 -0.072
N -0.370 5.243 0.308 0.008
C -0.105 4.701 1.522 -0.536
C -0.080 5.619 2.717 -0.001
O 0.105 3.498 1.621 0.022
H -1.629 6.689 -0.482 0.081
H 0.106 6.971 -0.734 0.085
H -0.619 7.267 0.861 0.075
H -0.369 4.567 -0.441 0.142
H 0.144 5.040 3.611 0.080
H 0.695 6.378 2.593 0.091
H -1.054 6.093 2.848 0.088
C 4.349 3.612 5.628 -0.077
N 4.465 4.876 6.333 0.007
C 5.268 5.186 7.385 -0.559
C 6.172 4.107 7.922 -0.013
O 5.242 6.311 7.865 0.014
H 4.592 3.779 4.578 0.089
H 3.319 3.272 5.702 0.065
H 5.011 2.853 6.036 0.078
H 3.890 5.647 6.030 0.137
H 6.748 4.505 8.756 0.081
H 5.581 3.263 8.282 0.083
H 6.868 3.777 7.149 0.085
C -2.432 1.298 -8.018 -0.076
N -3.779 1.547 -7.540 0.007
C -4.270 2.669 -6.951 -0.568
C -3.332 3.830 -6.746 -0.006
O -5.445 2.712 -6.605 0.006
H -2.483 1.074 -9.084 0.079
H -2.032 0.430 -7.491 0.081
H -1.779 2.150 -7.860 0.075
H -4.467 0.816 -7.642 0.135
H -3.872 4.645 -6.267 0.083
H -2.504 3.536 -6.099 0.087
H -2.953 4.183 -7.708 0.072
C -5.418 4.143 -11.551 -0.072
N -4.234 3.803 -10.787 0.012
C -2.930 4.004 -11.117 -0.547
C -2.629 4.660 -12.439 -0.010
O -2.045 3.654 -10.348 0.020
H -6.031 4.823 -10.958 0.086
H -5.984 3.229 -11.739 0.085
H -5.171 4.614 -12.498 0.074
H -4.357 3.359 -9.887 0.126
H -1.551 4.749 -12.557 0.084
H -3.018 4.053 -13.259 0.086
H -3.065 5.660 -12.472 0.086
C 13.161 -0.706 3.646 -0.079
N 12.398 0.417 4.153 0.002
C 11.510 0.438 5.184 -0.559
C 11.256 -0.851 5.922 -0.018
O 10.948 1.479 5.486 0.028
H 14.224 -0.467 3.721 0.082
H 12.906 -0.853 2.594 0.082
H 12.957 -1.620 4.197 0.073
H 12.516 1.315 3.708 0.140
H 10.528 -0.676 6.712 0.084
H 10.851 -1.601 5.239 0.071
H 12.179 -1.214 6.377 0.085